w) ORCA calculation (ωB97M-V/def2-TZVPD) on 10 unconnected molecules or ions with the total composition C32H90N6O10.

```
138
Properties=species:S:1:pos:R:3:lowdin_charge:R:1
C 1.91474 -1.36272 -4.26632 -0.118
O 0.93623 -2.19398 -3.68127 -0.176
C 1.31203 -2.49293 -2.35913 -0.232
C 0.51997 -3.65222 -1.79628 -0.432
C -0.92036 -3.26892 -1.71560 -0.059
N 1.13155 -3.99036 -0.51133 0.060
H 1.71278 -1.19593 -5.31422 0.075
H 2.92043 -1.77141 -4.19582 0.083
H 2.00855 -0.36397 -3.79677 0.071
H 2.40266 -2.70162 -2.34864 0.121
H 1.13578 -1.59835 -1.74159 0.121
H 0.71917 -4.49504 -2.46914 0.148
H -0.94486 -2.32603 -1.14197 0.070
H -1.56474 -4.01958 -1.24493 0.085
H -1.26648 -3.01737 -2.71238 0.070
H 0.64529 -3.46790 0.20593 0.048
H 1.00919 -4.96296 -0.27610 0.073
C -2.49760 -0.13648 3.17221 -0.116
O -3.60019 -0.87383 2.68337 -0.188
C -3.78659 -2.16266 3.20833 -0.199
C -2.57754 -3.15790 3.04859 -0.468
C -2.12228 -3.20079 1.64949 -0.066
N -2.96320 -4.45092 3.52165 0.045
H -2.51287 -0.14731 4.24749 0.083
H -2.59829 0.92848 2.90017 0.096
H -1.54851 -0.49028 2.76195 0.058
H -4.06007 -2.14363 4.27718 0.119
H -4.67590 -2.56430 2.70712 0.123
H -1.78708 -2.72159 3.66811 0.121
H -1.50464 -2.36586 1.28680 0.065
H -3.02269 -3.25126 1.05266 0.064
H -1.60574 -4.15038 1.54124 0.082
H -3.15235 -4.46702 4.51383 0.076
H -3.62377 -5.00121 2.98267 0.086
C 3.56854 4.11821 2.15777 -0.068
O 3.18968 2.93942 2.87312 -0.221
C 2.65855 3.24773 4.09621 -0.259
C 1.90356 2.07235 4.69564 -0.449
C 0.69323 1.95453 3.86185 -0.075
N 1.57206 2.26933 6.10719 0.048
H 2.71340 4.76032 1.94649 0.082
H 4.00416 3.73966 1.23494 0.079
H 4.31909 4.63459 2.75422 0.094
H 3.44726 3.56245 4.82523 0.142
H 1.95802 4.08454 3.98222 0.125
H 2.53214 1.18890 4.61558 0.134
H 0.19824 2.91978 3.97351 0.084
H -0.04630 1.20620 4.17507 0.077
H 0.87476 1.90146 2.78353 0.070
H 0.93686 3.08513 6.19700 0.091
H 1.09933 1.49035 6.52098 0.062
C 7.68497 0.36627 1.61767 -0.110
O 6.43853 -0.25018 1.39981 -0.189
C 5.37246 0.61315 1.11912 -0.226
C 4.10634 -0.22144 1.04181 -0.391
C 4.16101 -1.29276 0.00942 -0.066
N 2.86271 0.64682 0.84158 0.080
H 8.15434 0.75296 0.69176 0.089
H 8.45209 -0.27404 2.05648 0.088
H 7.53892 1.23043 2.25763 0.077
H 5.31051 1.42851 1.89839 0.129
H 5.60762 1.09386 0.14243 0.131
H 4.01911 -0.67489 2.03462 0.131
H 4.97241 -2.01109 0.17877 0.085
H 4.30394 -0.90978 -1.00945 0.082
H 3.22782 -1.92275 0.07653 0.074
H 3.04604 1.31725 0.08009 0.062
H 2.66466 1.25365 1.61744 0.029
C -8.59931 -0.56947 -2.67734 -0.092
O -7.51667 -0.36112 -1.73229 -0.203
C -6.52541 -1.38391 -1.99821 -0.223
C -5.41001 -1.34111 -1.00875 -0.436
C -4.77072 0.05997 -0.91622 -0.041
N -4.48346 -2.41294 -1.36315 0.054
H -9.25502 0.30388 -2.60819 0.088
H -9.10585 -1.46838 -2.36182 0.077
H -8.18635 -0.67902 -3.67205 0.077
H -7.03750 -2.35205 -2.02416 0.121
H -6.15647 -1.20690 -3.02704 0.126
H -5.77534 -1.63008 -0.00541 0.144
H -5.51380 0.85340 -0.76814 0.077
H -4.24661 0.26360 -1.86324 0.072
H -4.05319 0.12002 -0.08945 0.053
H -4.00947 -2.26120 -2.23468 0.059
H -3.84243 -2.50139 -0.57288 0.039
C -1.71964 2.85030 -3.61699 -0.090
O -2.14856 1.88308 -4.58931 -0.190
C -1.52723 0.66600 -4.19582 -0.221
C -1.92465 -0.42384 -5.19765 -0.433
C -1.25912 -0.18796 -6.55918 -0.049
N -3.35861 -0.39566 -5.23321 0.049
H -2.11549 2.64337 -2.60803 0.096
H -1.99278 3.82721 -3.99251 0.087
H -0.63184 2.80530 -3.56798 0.059
H -0.42783 0.77405 -4.15945 0.116
H -1.93431 0.44194 -3.19253 0.117
H -1.55585 -1.34874 -4.71605 0.129
H -1.47527 0.83314 -6.87070 0.076
H -1.56381 -0.84108 -7.37325 0.073
H -0.17267 -0.22143 -6.49234 0.058
H -3.68650 -1.11019 -5.84315 0.065
H -3.63634 0.50822 -5.58414 0.073
C 1.55312 5.73835 -0.96745 -0.058
C 0.43472 4.74699 -1.14896 -0.490
C 0.17814 3.92257 0.10455 -0.040
O -0.80515 5.44308 -1.41650 -0.059
H 1.42376 6.34627 -0.08013 0.081
H 1.56050 6.46332 -1.79604 0.085
H 2.50468 5.20564 -0.96093 0.061
H 0.62825 4.09753 -1.99519 0.105
H 1.16713 3.44304 0.37832 0.085
H -0.56752 3.15260 -0.09911 0.057
H -0.11573 4.55742 0.94214 0.088
H -0.67891 5.88672 -2.25895 0.079
C 1.08793 -1.89462 3.80325 -0.055
C 1.56858 -3.36469 3.95688 -0.436
C 2.82491 -3.61966 3.10038 -0.052
O 1.80517 -3.70515 5.36390 -0.061
H 0.72662 -1.74282 2.76066 0.071
H 1.89690 -1.17453 4.03222 0.071
H 0.31107 -1.71031 4.54012 0.067
H 0.78449 -4.02570 3.64743 0.118
H 2.61449 -3.38338 2.04709 0.060
H 3.26838 -4.61637 3.19673 0.082
H 3.58865 -2.90388 3.40763 0.068
H 2.43881 -3.07895 5.71141 0.071
C -0.85346 0.35359 0.19051 -0.151
O 0.11730 -0.60781 0.55960 -0.171
H -0.97450 1.13574 0.94847 0.063
H -0.62702 0.80801 -0.77972 0.072
H -1.75606 -0.26506 0.08712 0.067
H 1.00416 -0.24390 0.61951 0.018
C 3.01153 2.49808 -3.27365 -0.151
O 3.03572 2.84716 -1.90247 -0.143
H 3.43112 1.49454 -3.48917 0.072
H 1.97172 2.53096 -3.62143 0.067
H 3.59505 3.17707 -3.92844 0.089
H 3.88482 3.26846 -1.67642 0.088
```

Summary:
SMILES string = COC[C@H](C)N.COC[C@H](C)N.COC[C@H](C)N.COC[C@H](C)N.COC[C@H](C)N.COC[C@H](C)N.CC(C)O.CC(C)O.CO.CO
highest occupied orbital energy = -8.63 eV
LUMO = 0.17 eV
spin multiplicity = 1


x) ORCA calculation (ωB97M-V/def2-TZVPD) on 10 unconnected molecules or ions with the total composition C32H90N6O10.

```
138
Properties=species:S:1:pos:R:3:lowdin_charge:R:1
C -1.33189 -5.15323 0.57823 -0.081
O -2.70317 -4.80189 0.69701 -0.237
C -3.39234 -4.32945 -0.45590 -0.188
C -4.88813 -4.47587 -0.26400 -0.434
C -5.33955 -5.91790 0.04983 -0.044
N -5.54634 -4.05006 -1.50646 0.034
H -1.06450 -6.06084 0.03829 0.093
H -1.13625 -5.29897 1.64661 0.088
H -0.71858 -4.27434 0.36300 0.069
H -3.11888 -3.30273 -0.72248 0.118
H -3.10657 -4.97440 -1.29823 0.111
H -5.31129 -3.83136 0.50629 0.122
H -5.21135 -6.50888 -0.86115 0.075
H -6.37074 -5.91079 0.38927 0.079
H -4.68842 -6.39472 0.78279 0.069
H -5.08731 -4.42014 -2.33904 0.065
H -5.32348 -3.06099 -1.62934 0.056
C 3.59011 4.20463 1.10947 -0.112
O 4.44340 3.31295 0.41698 -0.194
C 5.77689 3.83318 0.35604 -0.180
C 6.68326 2.63364 0.14942 -0.419
C 6.81945 1.71355 1.37894 -0.041
N 8.05167 3.01066 -0.29189 0.035
H 2.56770 4.12082 0.75118 0.059
H 3.94642 5.23547 1.02661 0.093
H 3.57498 4.04270 2.19447 0.083
H 5.89036 4.58914 -0.42352 0.125
H 6.04166 4.27935 1.31932 0.127
H 6.31713 1.98851 -0.65711 0.110
H 7.68702 1.05747 1.41212 0.077
H 5.88067 1.17767 1.48961 0.045
H 6.97411 2.34729 2.25963 0.082
H 7.94657 3.65073 -1.07578 0.047
H 8.50222 2.19385 -0.68586 0.070
C 6.71379 4.10134 -3.88112 -0.113
O 5.60442 3.27675 -3.61267 -0.198
C 5.51320 2.10335 -4.38713 -0.200
C 4.33143 1.25675 -3.86681 -0.376
C 3.00816 1.91465 -3.51573 -0.067
N 4.81619 0.51905 -2.63932 0.033
H 7.60736 3.46690 -3.88714 0.086
H 6.77943 4.90428 -3.15271 0.080
H 6.68353 4.56616 -4.87337 0.087
H 5.26446 2.34085 -5.42829 0.123
H 6.45960 1.56088 -4.34469 0.121
H 4.20178 0.39395 -4.52271 0.130
H 2.17805 1.20663 -3.53093 0.077
H 2.73538 2.67810 -4.25548 0.084
H 2.96197 2.43519 -2.56596 0.047
H 4.11012 -0.16211 -2.38280 0.057
H 4.82925 1.22043 -1.90258 0.038
C 1.39589 -3.12123 -2.40965 -0.117
O 0.40756 -3.95926 -2.96430 -0.184
C -0.13498 -3.43676 -4.16986 -0.221
C -0.94206 -4.49343 -4.87815 -0.451
C -1.31484 -4.07212 -6.29395 -0.069
N -2.11805 -4.83218 -4.07743 0.052
H 1.76510 -3.73204 -1.58358 0.090
H 1.06665 -2.16027 -2.00346 0.068
H 2.29404 -2.88894 -2.99249 0.087
H -0.78914 -2.59935 -3.88223 0.133
H 0.63807 -2.99798 -4.80865 0.128
H -0.22597 -5.32578 -4.93470 0.139
H -1.86440 -3.12707 -6.29957 0.079
H -1.99709 -4.78861 -6.75943 0.073
H -0.52225 -3.97106 -7.03669 0.076
H -2.58321 -5.68766 -4.35344 0.076
H -1.76624 -5.00112 -3.13898 0.050
C 1.25469 1.94278 -0.68944 -0.140
O 1.21040 0.57705 -0.45378 -0.160
C -0.05638 -0.00613 -0.18629 -0.185
C -0.16132 -0.56729 1.22185 -0.393
C -1.33115 -1.54391 1.41090 -0.036
N -0.26166 0.49363 2.24358 0.088
H 0.89549 2.28814 -1.66897 0.090
H 2.26958 2.33634 -0.65208 0.063
H 0.66346 2.57450 -0.01531 0.061
H -0.84446 0.74529 -0.32146 0.131
H -0.32641 -0.83177 -0.84933 0.108
H 0.79726 -1.07491 1.38444 0.138
H -1.01246 -1.99121 2.35502 0.082
H -1.37990 -2.32314 0.65126 0.050
H -2.32562 -1.12038 1.54182 0.069
H -0.09050 1.39113 1.78859 0.058
H 0.62304 0.45182 2.74797 0.046
C -3.67926 2.14603 -2.48645 -0.107
O -3.80462 1.31278 -1.34977 -0.191
C -4.78717 1.78007 -0.46635 -0.219
C -4.88505 0.80316 0.71024 -0.445
C -5.26641 -0.63395 0.30434 -0.051
N -5.90691 1.27534 1.63126 0.032
H -3.39430 3.14225 -2.12083 0.083
H -4.59125 2.32573 -3.06383 0.088
H -2.88417 1.74239 -3.10749 0.086
H -4.60107 2.77234 -0.03381 0.124
H -5.76120 1.75627 -0.97104 0.133
H -3.92725 0.73023 1.24301 0.111
H -6.15523 -0.71342 -0.31836 0.084
H -5.37397 -1.20789 1.22408 0.078
H -4.38970 -0.97508 -0.25487 0.062
H -5.75228 0.85265 2.54757 0.075
H -5.76130 2.23842 1.94262 0.065
C -3.46193 2.86817 4.86377 -0.076
C -2.61854 2.17546 3.78525 -0.348
O -2.91877 0.78982 3.77227 -0.096
H -4.46321 3.01960 4.45482 0.063
H -3.05959 3.84889 5.11466 0.063
H -3.56511 2.24996 5.75347 0.076
H -1.56678 2.42129 3.95417 0.096
H -2.86865 2.62682 2.81797 0.088
H -2.27808 0.36654 3.17877 0.028
C -0.18928 4.44323 1.87817 -0.091
C -1.12955 5.25127 2.74604 -0.306
O -1.21755 6.59168 2.26422 -0.081
H 0.59021 5.05553 1.41802 0.067
H -0.70353 3.90403 1.08415 0.064
H 0.44313 3.76765 2.46624 0.067
H -0.92607 5.32757 3.81542 0.115
H -2.13914 4.82748 2.70850 0.095
H -1.96614 6.69850 1.67539 0.079
C -2.82578 -4.38734 4.85222 -0.089
C -3.55390 -3.38118 3.93584 -0.285
O -4.24317 -4.15085 2.95755 -0.096
H -3.54425 -4.93634 5.45421 0.072
H -2.01262 -3.90651 5.40869 0.070
H -2.19861 -5.08176 4.28201 0.062
H -2.76860 -2.75614 3.51114 0.078
H -4.25255 -2.81759 4.54553 0.112
H -3.64655 -4.75459 2.49677 0.050
C 3.89666 -0.21166 2.98659 -0.084
C 3.15221 1.09292 2.73472 -0.289
O 2.15454 1.20846 3.76750 -0.097
H 3.26089 -1.09637 2.90817 0.074
H 4.37533 -0.24794 3.96701 0.078
H 4.65766 -0.40798 2.22578 0.061
H 2.77507 0.93943 1.71950 0.103
H 3.78979 1.97422 2.76661 0.090
H 2.55757 1.78516 4.42138 0.090
```

Summary:
SMILES string = COC[C@H](C)N.COC[C@H](C)N.COC[C@H](C)N.COC[C@H](C)N.COC[C@H](C)N.COC[C@H](C)N.CCO.CCO.CCO.CCO
highest occupied orbital energy = -9.18 eV
LUMO = 0.33 eV
spin multiplicity = 1


It turns out w) is the most stable, with the second structure 38.5 kcal/mol higher.


w) ORCA calculation (ωB97M-V/def2-TZVPD) on 2 unconnected molecules or ions with the total composition C2H3I.

```
6
Properties=species:S:1:pos:R:3:lowdin_charge:R:1
C 0.26713 -0.80142 0.49708 0.123
C 2.06524 1.21935 -0.63276 -0.585
I 3.33994 -0.13325 0.05958 0.834
H -0.22847 -1.46954 -0.23170 -0.046
H 0.59694 0.00300 -0.08624 -0.217
H 2.03755 2.02158 0.10449 -0.109
```

Summary:
highest occupied orbital energy (spin up / spin down) = -8.91 / -8.90 eV
LUMO (spin up / spin down) = -1.36 / -1.43 eV
spin multiplicity = 1


x) ORCA calculation (ωB97M-V/def2-TZVPD) on 2 unconnected molecules or ions with the total composition C2H3I.

```
6
Properties=species:S:1:pos:R:3:lowdin_charge:R:1
C -0.80954 -0.61257 0.28433 0.019
C 0.31218 -0.38981 0.69249 -0.004
H -1.84338 -0.80020 0.40781 0.011
H 1.26976 -0.29270 0.50227 -0.071
I 2.38385 1.07454 -2.40216 0.422
H 3.47493 0.28628 -3.21830 -0.378
```

Summary:
SMILES string = C#C.I
highest occupied orbital energy = -10.11 eV
LUMO = 0.71 eV
spin multiplicity = 1


It turns out x) is the most stable, with the second structure 138.6 kcal/mol higher.